The following is a quantum chemistry calculation of 4 unconnected molecules or ions with the total composition C30H63Cl2N5O10P, from the OMol25 dataset.

Calculated values
* E_LUMO: -2.64 eV
* highest occupied orbital energy: -0.3997 Eh
* net charge: +1
* gap between HOMO and LUMO: 8.2 eV
* largest force on an atom: 4.392 eV/Å

Structure (XYZ):
```
111
C30H63Cl2N5O10P, DFT wB97M-V/def2-TZVPD
C -2.301 2.432 3.759
C -1.015 2.355 4.654
O -0.120 3.423 4.258
C 1.137 2.938 3.874
C 1.151 2.571 2.334
O 2.506 2.468 1.963
C 3.010 2.063 0.737
C 4.142 3.183 0.544
C 3.971 4.483 1.388
O 4.232 4.560 2.504
Cl 3.535 6.071 0.621
C 2.055 2.285 -0.516
C 1.585 3.790 -0.697
Cl 0.455 1.380 -0.516
N 2.698 1.991 -1.812
O 1.810 1.687 -2.813
C 3.867 1.138 -1.761
C 3.713 0.040 -0.640
C 2.665 -0.990 -1.169
C 3.282 -2.442 -1.240
C 4.326 -2.597 -2.393
C 2.063 -3.378 -1.628
N 3.559 0.615 0.751
C 2.704 -0.274 1.644
C 2.964 -0.229 3.180
C 1.609 -0.636 3.886
C 1.454 -2.196 3.582
C 1.687 -0.504 5.434
C 4.952 0.510 1.326
P 5.803 -1.052 1.738
O 6.545 -0.816 2.982
O 4.958 -2.408 1.908
O 6.958 -1.395 0.612
H -2.263 3.329 3.121
H -3.186 2.462 4.421
H -2.306 1.531 3.111
H -1.227 2.420 5.740
H -0.507 1.391 4.438
H 1.882 3.763 3.966
H 1.528 2.106 4.490
H 0.503 1.668 2.260
H 0.520 3.371 1.888
H 5.176 2.916 0.821
H 4.228 3.523 -0.510
H 1.458 4.343 0.243
H 2.350 4.311 -1.300
H 0.649 3.803 -1.281
H 1.979 2.242 -3.594
H 4.819 1.683 -1.568
H 3.991 0.615 -2.724
H 4.677 -0.504 -0.766
H 1.711 -1.096 -0.632
H 2.394 -0.770 -2.222
H 3.662 -2.793 -0.263
H 4.255 -3.561 -2.928
H 5.337 -2.603 -1.916
H 4.338 -1.758 -3.115
H 2.298 -4.444 -1.440
H 1.923 -3.245 -2.724
H 1.122 -3.058 -1.142
H 1.625 -0.065 1.503
H 2.801 -1.343 1.376
H 3.667 -1.008 3.543
H 3.350 0.724 3.586
H 0.724 -0.167 3.423
H 0.772 -2.324 2.712
H 2.425 -2.683 3.368
H 0.992 -2.740 4.427
H 1.074 -1.283 5.932
H 1.330 0.464 5.834
H 2.722 -0.666 5.809
H 5.613 0.957 0.545
H 5.059 1.213 2.177
H 5.539 -3.145 2.178
H 7.535 -0.620 0.495
C -5.420 2.063 -0.276
C -4.075 2.493 0.241
O -3.946 3.286 1.162
N -2.973 1.962 -0.360
C -2.918 1.016 -1.457
H -6.200 2.565 0.294
H -5.526 2.339 -1.325
H -5.542 0.990 -0.159
H -2.104 2.291 0.032
H -2.380 0.126 -1.120
H -2.366 1.476 -2.280
H -3.911 0.732 -1.800
C -8.644 -0.286 -1.453
C -7.309 -0.838 -1.879
O -6.307 -0.131 -1.958
N -7.233 -2.154 -2.180
C -8.289 -3.149 -2.152
H -8.542 0.777 -1.248
H -9.378 -0.416 -2.250
H -8.986 -0.783 -0.544
H -6.310 -2.447 -2.456
H -8.003 -3.943 -1.459
H -8.391 -3.576 -3.151
H -9.238 -2.725 -1.842
C -3.961 -4.362 -6.415
C -4.766 -3.498 -5.477
O -5.972 -3.358 -5.597
N -4.103 -2.862 -4.469
C -2.688 -2.896 -4.159
H -4.626 -4.796 -7.156
H -3.210 -3.762 -6.932
H -3.480 -5.172 -5.864
H -4.707 -2.302 -3.886
H -2.561 -3.278 -3.143
H -2.295 -1.879 -4.203
H -2.137 -3.526 -4.850
```